# 1
Below is 9 unconnected molecules or ions with the total composition C18H57N11O9 in a non-equilibrium geometry, with properties calculated with ωB97M-V/def2-TZVPD.

Results
Calculated total energy in Eh: -1999.341928
SMILES: COC[C@H](C)N.COC[C@H](C)N.COC[C@H](C)N.NC(N)=O.NC(N)=O.NC(N)=O.NC(N)=O.CO.CO
Relative energy (zero: lowest compared OMol25 entry of this formula, charge and spin) in kcal/mol: 134.1
HOMO in eV: -9.0

Last column: Mulliken charge in e.
Geometry (Å):
C  -22.0375  -9.3955  -16.4362  -0.8024
O  -20.7011  -9.7435  -16.5945  -0.3246
C  -19.7982  -8.6829  -16.2213  -0.6648
C  -18.2774  -8.9605  -16.4154  0.4093
C  -17.7589  -10.2199  -15.6608  -1.4082
N  -17.3919  -7.9083  -15.9502  -0.7279
H  -22.3348  -8.9696  -15.4779  0.3044
H  -22.6586  -10.2636  -16.6574  0.2889
H  -22.4325  -8.7686  -17.2356  0.3325
H  -20.2755  -7.8934  -16.8018  0.3570
H  -19.9228  -8.4368  -15.1668  0.2545
H  -18.0512  -9.2364  -17.4453  0.2782
H  -17.8798  -10.1681  -14.5788  0.3445
H  -16.7214  -10.3656  -15.9614  0.4432
H  -18.2209  -11.1261  -16.0525  0.3092
H  -17.5232  -7.8443  -14.9508  0.2946
H  -16.4472  -8.2205  -16.1240  0.3118
C  -8.3923  -3.7505  -15.4331  -0.7587
O  -9.4071  -3.1428  -14.5416  -0.3094
C  -10.4007  -2.2911  -15.2138  -0.6248
C  -11.4445  -1.8232  -14.1607  0.2731
C  -12.1580  -3.0434  -13.5337  -1.3915
N  -12.4988  -1.0914  -14.8354  -0.7386
H  -8.8441  -4.5738  -15.9864  0.2963
H  -7.5216  -4.1011  -14.8790  0.2457
H  -7.9835  -3.0469  -16.1584  0.3376
H  -9.9872  -1.3031  -15.4163  0.2811
H  -10.7210  -2.7421  -16.1530  0.3958
H  -10.8082  -1.3649  -13.4036  0.3524
H  -11.6081  -3.3515  -12.6444  0.3664
H  -12.3427  -3.9178  -14.1578  0.3341
H  -13.0922  -2.6898  -13.0974  0.4019
H  -13.1182  -0.5759  -14.2266  0.2455
H  -12.9956  -1.8190  -15.3292  0.2927
C  -21.0076  -5.9033  -5.7777  -0.6345
O  -20.9386  -5.2802  -7.0661  -0.2820
C  -22.1540  -4.5614  -7.5070  -0.7859
C  -21.7929  -4.1594  -8.9994  0.4747
C  -21.3610  -5.2591  -9.9338  -1.4738
N  -20.7995  -3.0688  -8.9904  -0.6993
H  -22.0439  -5.9466  -5.4426  0.3255
H  -20.5028  -5.2628  -5.0544  0.1525
H  -20.4787  -6.8444  -5.9285  0.2054
H  -23.0016  -5.2428  -7.5812  0.3684
H  -22.6064  -3.7571  -6.9269  0.4200
H  -22.6911  -3.6541  -9.3544  0.3380
H  -21.1460  -4.8616  -10.9257  0.3980
H  -22.1368  -6.0049  -10.1066  0.3830
H  -20.6030  -5.9824  -9.6331  0.3082
H  -20.9743  -2.3776  -9.7058  0.2559
H  -19.9101  -3.3974  -9.3383  0.2469
N  -6.9735  -7.4870  -4.6830  -0.4906
C  -7.2684  -8.0284  -5.8195  0.6131
N  -8.3418  -8.7173  -5.7362  -0.4110
O  -6.5705  -7.8866  -6.7831  -0.6448
H  -6.1676  -6.8783  -4.6981  0.2407
H  -7.8028  -7.2176  -4.1732  0.2175
H  -8.6453  -9.1124  -6.6148  0.2448
H  -8.5263  -8.9996  -4.7842  0.2312
N  -17.7526  -1.6513  -3.9915  -0.3510
C  -17.4805  -1.1798  -2.8143  0.7094
N  -16.6727  -0.1966  -2.8622  -0.3748
O  -18.0770  -1.5193  -1.7859  -0.6882
H  -17.1751  -1.3683  -4.7702  0.1489
H  -18.4648  -2.3640  -4.0625  0.1755
H  -16.3445  0.2178  -2.0016  0.2247
H  -16.2560  0.0075  -3.7593  0.1553
N  -13.2797  -7.4684  -8.4504  -0.3649
C  -14.5911  -7.3103  -8.4511  0.6423
N  -15.0730  -7.0812  -7.2536  -0.3906
O  -15.3195  -7.4949  -9.4243  -0.6633
H  -12.7784  -7.6370  -7.5899  0.1725
H  -12.7728  -7.4773  -9.3239  0.2080
H  -14.5765  -6.7707  -6.4307  0.1804
H  -16.0827  -7.1065  -7.2498  0.2154
N  -10.8750  -5.0918  -0.5280  -0.4162
C  -11.6771  -4.4810  -1.3872  0.6194
N  -12.1196  -3.3755  -0.9327  -0.3806
O  -11.9620  -4.9430  -2.4944  -0.6833
H  -10.7675  -6.0821  -0.6951  0.2576
H  -11.0213  -4.6450  0.3658  0.1725
H  -12.4804  -2.8440  -1.7122  0.2479
H  -11.7795  -3.0606  -0.0354  0.1806
C  -12.6358  -12.9774  -11.3876  -0.5240
O  -11.8873  -13.3936  -10.2502  -0.4994
H  -13.7227  -12.9493  -11.3098  0.2540
H  -12.1607  -12.1069  -11.8399  0.2225
H  -12.5342  -13.7433  -12.1564  0.2485
H  -10.9974  -13.6093  -10.5385  0.2986
C  -8.3404  -8.5688  -12.1146  -0.4739
O  -9.2864  -7.8062  -12.8030  -0.4886
H  -7.9982  -9.2346  -12.9069  0.2181
H  -7.5164  -7.9397  -11.7781  0.2519
H  -8.6946  -9.1850  -11.2882  0.1947
H  -8.9514  -6.9413  -13.0506  0.2982

---

# 2
Below is 9 unconnected molecules or ions with the total composition C18H57N15O9 in a non-equilibrium geometry, with properties calculated with ωB97M-V/def2-TZVPD.

Results
Calculated total energy in Eh: -2218.749351
SMILES: COC[C@H](C)N.COC[C@H](C)N.COC[C@H](C)N.NC(N)=O.NC(N)=O.NC(N)=O.NC(N)=O.NC(N)=O.NC(N)=O
Relative energy (zero: lowest compared OMol25 entry of this formula, charge and spin) in kcal/mol: 0.0
HOMO in eV: -8.1

Last column: Mulliken charge in e.
Geometry (Å):
C  -22.4534  -16.6903  -18.4253  -0.6705
O  -21.0857  -16.9272  -18.7284  -0.4262
C  -20.2537  -16.4842  -17.6852  -0.0483
C  -18.8385  -16.9361  -17.9523  0.1758
C  -18.5938  -18.4129  -17.6714  -1.5416
N  -17.9081  -16.0839  -17.1481  -0.4109
H  -22.5679  -15.6134  -18.2222  0.2104
H  -22.8233  -17.2845  -17.5898  0.3124
H  -23.0083  -16.8397  -19.3500  0.2923
H  -20.2936  -15.3863  -17.6037  0.1441
H  -20.5943  -16.8364  -16.6964  0.1429
H  -18.5819  -16.7431  -18.9975  0.4345
H  -19.1154  -19.1159  -18.3248  0.3759
H  -18.9017  -18.6876  -16.6562  0.2694
H  -17.5267  -18.6195  -17.7837  0.4160
H  -18.0041  -16.4758  -16.2020  -0.1214
H  -16.9678  -16.4282  -17.3549  0.2528
C  -14.2677  -11.5231  -14.8081  -0.6419
O  -13.7029  -12.7113  -15.2873  -0.4330
C  -14.5598  -13.4146  -16.1530  -0.1274
C  -13.8470  -14.6616  -16.6124  0.3104
C  -12.5457  -14.2957  -17.3240  -1.3646
N  -14.7591  -15.4177  -17.5152  -0.4273
H  -13.5129  -10.9743  -14.2560  0.3517
H  -15.1657  -11.7328  -14.2123  0.2056
H  -14.6238  -10.8930  -15.6375  0.2594
H  -15.4543  -13.6754  -15.5676  -0.0200
H  -14.9034  -12.7931  -16.9921  0.2148
H  -13.6414  -15.2808  -15.7400  0.2218
H  -12.7031  -13.4751  -18.0286  0.2975
H  -12.2332  -15.1497  -17.9334  0.4308
H  -11.7379  -14.0344  -16.6441  0.3132
H  -15.2038  -14.7619  -18.1608  0.1241
H  -14.1346  -15.8997  -18.1604  0.2531
C  -20.8748  -12.8655  -19.9433  -0.1967
O  -21.4568  -11.7244  -19.3557  -0.3891
C  -20.5392  -10.6701  -19.1704  -0.0044
C  -21.0633  -9.7210  -18.1092  0.4135
C  -20.0704  -8.5786  -17.9254  -1.6658
N  -21.1927  -10.3916  -16.8073  -0.4548
H  -20.6115  -12.6926  -20.9982  0.3034
H  -21.6141  -13.6640  -19.9445  0.1583
H  -19.9550  -13.1204  -19.4054  -0.0191
H  -19.5573  -11.0350  -18.8487  -0.1809
H  -20.4547  -10.1106  -20.1171  0.3583
H  -22.0333  -9.2781  -18.3303  0.3573
H  -20.1688  -7.8656  -18.7572  0.5002
H  -19.0181  -8.8401  -17.7964  0.2567
H  -20.2837  -7.9293  -17.0726  0.4114
H  -21.6786  -11.2794  -16.9240  0.1839
H  -20.3072  -10.6769  -16.4000  -0.0749
N  -17.8740  -13.2318  -17.2385  0.5713
C  -18.0075  -12.5848  -16.0675  0.5804
N  -18.1894  -13.4226  -14.9945  0.1898
O  -17.8796  -11.3628  -15.9155  -0.8013
H  -17.5350  -12.7206  -18.0397  0.1516
H  -18.0985  -14.2327  -17.2605  -0.2329
H  -18.4660  -14.3823  -15.1171  -0.2608
H  -18.1403  -12.9879  -14.0934  0.1210
N  -20.2403  -17.1776  -12.7101  -0.3307
C  -19.0456  -17.0768  -13.3632  0.6478
N  -18.2768  -18.2159  -13.3141  -0.4130
O  -18.6823  -16.0736  -13.9654  -0.6502
H  -20.5452  -18.0276  -12.2800  0.1451
H  -20.7267  -16.2940  -12.6116  0.1967
H  -17.3724  -18.2592  -13.7401  0.2338
H  -18.7334  -19.0428  -12.9764  0.1502
N  -15.9402  -12.3851  -21.8551  -0.4371
C  -16.6011  -11.6977  -20.8749  0.4862
N  -16.7365  -10.3634  -21.0851  -0.3777
O  -17.0189  -12.2436  -19.8632  -0.5667
H  -15.6804  -11.9443  -22.7164  0.1529
H  -15.7856  -13.3639  -21.7099  0.2082
H  -16.4133  -9.9104  -21.9195  0.1589
H  -17.1921  -9.7928  -20.3967  0.2082
N  -21.5212  -14.2202  -15.0731  0.1989
C  -22.3361  -13.2293  -14.5976  0.6696
N  -23.6725  -13.5525  -14.6248  -0.4403
O  -21.9077  -12.1659  -14.1898  -0.5812
H  -20.5449  -14.0800  -15.2448  -0.2610
H  -21.9242  -15.1312  -15.2104  0.1620
H  -24.3579  -12.9317  -14.2464  0.2364
H  -23.8995  -14.4399  -15.0360  0.1077
N  -17.0304  -8.4239  -15.5502  -0.3088
C  -18.2179  -8.0794  -14.9624  0.3164
N  -18.9923  -9.1424  -14.6395  -0.1342
O  -18.5454  -6.9128  -14.7704  -0.7246
H  -16.4305  -7.6900  -15.8714  0.1785
H  -16.7982  -9.3913  -15.6990  0.2822
H  -19.7847  -8.9617  -14.0535  0.1086
H  -18.7145  -10.0797  -14.9152  0.3845
N  -22.3892  -13.1232  -10.2282  -0.4973
C  -21.3135  -13.6225  -10.9258  0.7076
N  -20.4767  -12.6583  -11.4064  -0.3061
O  -21.1827  -14.7989  -11.2369  -0.6979
H  -22.4935  -12.1312  -10.3424  0.1770
H  -23.1612  -13.7079  -9.9787  0.2244
H  -19.7872  -12.9427  -12.0754  0.1638
H  -20.4910  -11.6945  -11.1313  0.1688

---

# 3
Below is 9 unconnected molecules or ions with the total composition C18H57N3O12 in a non-equilibrium geometry, with properties calculated with ωB97M-V/def2-TZVPD.

Results
Calculated total energy in Eh: -1787.022342
SMILES: COC[C@H](C)N.COC[C@H](C)N.COC[C@H](C)N.OCCO.OCCO.OCCO.O.O.O
Relative energy (zero: lowest compared OMol25 entry of this formula, charge and spin) in kcal/mol: 7.9
HOMO in eV: -9.3

Last column: Mulliken charge in e.
Geometry (Å):
C  -5.0164  -2.4375  -2.2000  -0.7278
O  -4.7191  -1.5392  -1.1240  -0.1429
C  -5.5805  -1.6742  -0.0492  -0.9898
C  -5.1703  -0.6933  1.0723  2.2341
C  -5.6992  -1.2663  2.4433  -1.6989
N  -5.7004  0.6559  0.8490  -0.5539
H  -6.0001  -2.0940  -2.6544  0.2842
H  -5.0889  -3.4603  -1.7316  0.3120
H  -4.1987  -2.4615  -2.9036  0.1327
H  -6.6318  -1.4200  -0.3521  0.2959
H  -5.5094  -2.7343  0.2811  0.4190
H  -4.1129  -0.7215  1.1223  -1.0561
H  -5.3904  -0.5511  3.2431  0.3917
H  -5.1454  -2.1885  2.6021  0.3395
H  -6.7539  -1.5036  2.4194  0.4568
H  -6.6989  0.7679  0.7113  0.2694
H  -5.2146  1.1066  0.1440  0.1912
C  4.3618  1.6978  -6.2289  -0.7435
O  4.1705  1.5434  -4.8539  -0.3480
C  3.0579  2.3863  -4.4145  -0.8041
C  2.4913  1.9386  -3.0955  0.8385
C  1.5199  2.9690  -2.5798  -1.3685
N  3.5276  1.5851  -2.1260  -0.5068
H  4.7440  2.6559  -6.5180  0.2952
H  3.4318  1.4528  -6.7527  0.3003
H  5.1137  0.9260  -6.4328  0.2505
H  3.4432  3.4139  -4.3873  0.3411
H  2.3225  2.2722  -5.2231  0.3070
H  1.9672  0.9931  -3.3103  -0.0958
H  1.4568  3.0257  -1.4715  0.3522
H  0.5713  2.7284  -3.0075  0.2677
H  1.8198  3.9213  -2.9866  0.4123
H  4.2710  1.1205  -2.6536  0.2235
H  4.0533  2.2952  -1.6147  0.2586
C  5.0039  2.6991  4.0568  -0.7050
O  3.6896  2.5396  4.5741  -0.4385
C  3.0935  1.3408  4.1624  -0.3707
C  1.7151  1.0590  4.6812  0.6584
C  1.7169  0.6863  6.1034  -1.4953
N  1.1548  -0.0902  3.8845  -0.3680
H  4.8644  2.8824  2.9785  0.2572
H  5.5951  1.8501  4.2051  0.3439
H  5.4205  3.5719  4.6022  0.2488
H  2.8984  1.4714  3.0884  0.1242
H  3.7430  0.4879  4.3933  0.3526
H  1.0220  1.9871  4.5044  0.2361
H  1.8883  1.5168  6.8071  0.3265
H  2.4915  -0.1035  6.1745  0.3046
H  0.7174  0.1879  6.3845  0.3610
H  0.8500  0.2031  2.8961  0.0159
H  0.3736  -0.5353  4.3233  0.1865
O  0.3935  0.4477  -5.4716  -0.4189
C  -0.1666  -0.8476  -5.4193  -0.8058
C  -1.1053  -0.9422  -4.2762  0.2594
O  -2.1933  0.0064  -4.4868  -0.5888
H  -0.3418  1.0081  -5.5383  0.2829
H  -0.7588  -0.9460  -6.3118  0.3788
H  0.5261  -1.6624  -5.3386  0.4150
H  -0.6603  -0.7757  -3.2792  -0.0564
H  -1.5400  -1.9732  -4.2134  0.1945
H  -2.2987  0.4506  -3.6189  0.3458
O  2.6976  0.1516  0.4244  -0.4777
C  3.7923  -0.7419  0.7449  -0.5700
C  3.4132  -1.9377  1.6712  -0.4029
O  3.5006  -1.7005  3.0520  -0.6006
H  2.9503  0.7365  -0.2977  0.2184
H  4.1716  -1.1792  -0.1753  0.4576
H  4.6022  -0.1791  1.1216  0.3959
H  4.2019  -2.6783  1.4653  0.3159
H  2.4033  -2.3602  1.3645  0.1922
H  2.7492  -1.2882  3.4863  0.3940
O  -2.6916  -2.4706  1.7830  -0.4799
C  -1.8896  -1.3361  2.0229  -0.2292
C  -2.3763  -0.7056  3.3105  -0.3517
O  -2.1676  -1.4787  4.4980  -0.5505
H  -2.2466  -2.9886  1.1162  0.3593
H  -0.8173  -1.4661  2.0758  0.6672
H  -2.1176  -0.5319  1.2874  -0.0421
H  -3.4282  -0.4226  3.2273  -0.2036
H  -1.7569  0.1743  3.4698  0.3563
H  -2.4713  -2.3480  4.2349  0.3834
O  -2.6669  0.6309  -1.0580  -0.4839
H  -3.0481  1.4837  -1.0709  0.2521
H  -3.4130  0.0347  -0.9130  0.2589
O  -0.7861  -2.8737  -0.2458  -0.6297
H  -1.0488  -3.2500  -1.0743  0.3115
H  -0.6077  -1.9805  -0.4149  0.3188
O  0.3371  -0.4800  -0.5730  -0.5801
H  1.1696  -0.3805  -0.0001  0.3439
H  -0.2409  0.3357  -0.6149  0.1948

---

no.,LUMO energy (eV),HOMO-LUMO gap (eV)
1,0.147,9.13
2,0.376,8.46
3,0.270,9.56